# 1
143
Properties=species:S:1:pos:R:3 method="wB97M-V/def2-TZVPD" charge=-2 energy_ha=-7482.47081 orbital_gap_ev="5.90 / 5.51" multiplicity=2 largest_force_ha_per_bohr=0.042 de_lowest_ev=1.696 lumo_energy_ev="3.29 / 2.90"
Cs -0.14 0.13 -0.02
Te -4.51 3.57 1.80
Ge 2.69 -2.41 1.06
S 0.91 3.53 -3.76
S 2.36 2.99 1.09
P -2.44 0.99 2.29
P -3.53 1.40 -0.39
Si 3.50 -1.61 3.25
Si 4.44 -2.76 -0.56
Si 2.08 -4.69 1.55
O -2.83 -6.16 -1.77
O 0.95 -1.92 -0.84
O 0.31 -3.27 -2.48
O -1.26 -5.08 -2.93
N 0.45 4.96 -1.44
N 2.99 4.40 -1.19
N 4.41 2.83 -0.64
N -9.14 2.33 2.98
N -2.42 -4.60 0.45
N -1.33 4.03 -2.33
N -1.10 -2.89 0.83
C 3.49 -5.74 2.33
C 1.53 -5.74 0.06
C 4.23 0.14 3.22
C -7.77 2.56 -1.95
C -8.84 3.53 2.47
C -3.50 -0.85 -2.01
C 3.82 -3.67 -2.10
C -3.77 -0.41 -0.72
C -3.92 -0.20 4.31
C -1.74 4.71 -1.20
C -4.66 0.77 6.38
C -4.77 -2.55 -0.25
C -0.64 5.28 -0.68
C -2.16 3.20 -3.16
C -7.56 3.93 2.13
C 5.28 -1.16 -1.16
C 0.03 4.18 -2.48
C -6.80 1.80 2.86
C -1.97 -5.30 -1.85
C -1.24 2.33 2.68
C 5.09 1.86 0.16
C -3.84 -2.12 -2.42
C -6.37 1.21 -0.54
C 0.51 4.32 3.56
C -2.05 -3.64 1.33
C -5.23 1.81 -1.06
C 3.25 3.44 -0.27
C -2.64 -3.51 2.68
C -3.99 1.94 6.04
C 3.98 4.37 -2.14
C -3.28 2.04 4.85
C -3.90 1.53 1.39
C 1.98 -1.50 4.38
C -0.86 -3.36 -0.44
C -4.63 -0.30 5.50
C 0.20 -2.81 -1.31
C -6.50 3.04 2.31
C -0.35 2.08 3.73
C -6.64 3.15 -2.49
C -1.70 -4.43 -0.70
C 0.51 3.07 4.17
C 5.91 -3.78 0.13
C -1.19 3.56 2.04
C 0.75 -4.76 2.92
C -0.33 4.56 2.49
C -8.11 1.50 3.18
C -4.39 -1.28 0.17
C -5.38 2.77 -2.05
C 4.80 -2.67 4.16
C 4.88 3.42 -1.81
C -3.23 0.96 3.97
C -7.63 1.59 -0.97
C -4.50 -2.97 -1.55
B 1.89 5.50 -1.11
H -3.91 -1.04 3.62
H 1.21 -4.89 3.90
H 6.26 -3.36 1.08
H -4.59 -0.95 1.18
H -4.49 3.23 -2.48
H 4.35 -5.83 1.66
H 5.77 3.08 -2.31
H -2.33 2.23 -2.70
H -0.35 1.11 4.21
H -3.03 -0.16 -2.71
H 3.72 -4.74 -1.91
H -3.11 3.69 -3.34
H 5.92 -1.36 -2.02
H 4.37 -3.63 4.49
H -6.00 1.08 3.03
H -5.20 0.70 7.31
H 3.96 5.03 -2.99
H -4.79 -3.97 -1.87
H -5.30 -3.21 0.43
H -4.04 2.79 6.71
H -5.15 -1.22 5.75
H 1.36 -5.12 -0.82
H 6.74 -3.76 -0.58
H 1.61 -2.48 4.67
H -2.28 -4.29 3.35
H 3.57 0.84 2.70
H -3.14 -5.30 0.53
H 3.84 -5.30 3.26
H 3.13 -6.75 2.54
H 1.19 2.88 5.00
H -2.75 2.95 4.62
H 2.19 -0.92 5.28
H 2.84 -3.29 -2.40
H -1.63 3.05 -4.10
H 0.04 -5.58 2.76
H -3.73 -3.59 2.63
H -0.31 5.51 1.98
H 5.16 -2.15 5.05
H -0.60 -4.29 -2.76
H 2.30 -6.47 -0.20
H 4.43 1.01 0.37
H 0.18 -3.83 2.93
H 2.19 6.36 -1.90
H 5.89 -0.73 -0.37
H -6.74 3.92 -3.25
H 5.63 -4.82 0.30
H 4.37 0.51 4.24
H 5.65 -2.89 3.52
H -0.55 5.92 0.18
H -8.37 0.54 3.60
H -3.63 -2.45 -3.43
H 4.50 -3.54 -2.94
H -6.27 0.46 0.23
H 1.16 -0.99 3.84
H 5.37 2.30 1.12
H -7.38 4.91 1.71
H 0.60 -6.28 0.26
H 1.83 5.90 0.02
H -8.75 2.86 -2.29
H -1.80 3.73 1.16
H 5.98 1.51 -0.37
H 1.19 5.09 3.90
H -2.77 4.72 -0.87
H -9.68 4.19 2.32
H -8.51 1.13 -0.53
H 4.54 -0.41 -1.47
H 5.20 0.16 2.71
H -2.37 -2.54 3.10

---

# 2
54
Properties=species:S:1:pos:R:3 method="wB97M-V/def2-TZVPD" energy_ha=-2190.66154 orbital_gap_ev="3.69 / 3.69" multiplicity=1 largest_force_ha_per_bohr=0.060 de_lowest_ev=2.407 lumo_energy_ev="-1.36 / -1.36"
Ca 2.52 -0.06 2.73
P 0.54 2.13 -1.53
P 0.25 -1.82 -1.87
N 0.12 0.35 8.97
N 0.77 1.39 6.81
N 1.81 0.78 4.68
C 1.09 -1.79 3.47
C 1.77 3.38 -2.07
C -0.86 -3.09 -2.49
C -1.00 2.83 -2.30
C -2.44 -0.92 0.58
C -1.02 1.80 0.83
C 1.93 -2.33 -2.27
C -2.25 0.22 -0.48
C 0.45 0.78 7.92
C -0.04 -0.38 -3.00
C -0.14 -1.65 -0.08
C 0.55 -0.30 0.42
C -1.50 -1.96 0.34
C 0.85 0.88 -2.92
C -2.20 1.52 0.23
C 1.30 0.98 5.74
C -0.10 0.70 1.41
H 0.74 1.31 1.87
H -3.49 -1.26 0.49
H 0.50 -2.46 0.30
H -2.29 -0.54 1.60
H 0.67 1.48 -3.82
H 0.86 0.26 -0.49
H -1.25 0.17 -0.96
H 2.64 -1.50 -2.28
H 2.28 -3.11 -1.60
H -0.67 2.83 1.01
H 0.71 -2.63 2.87
H -1.75 -2.97 0.64
H -3.06 2.20 0.20
H 1.55 -0.67 0.82
H -1.12 -0.13 -3.04
H -1.86 -2.69 -2.68
H 1.77 -2.19 4.24
H -3.00 0.11 -1.29
H 0.22 -1.38 4.00
H 2.73 2.89 -2.30
H -0.57 0.17 2.26
H 0.18 -0.81 -3.99
H 1.39 3.90 -2.96
H -1.40 3.62 -1.65
H 1.89 -2.74 -3.29
H -0.43 -3.46 -3.43
H 1.92 0.61 -2.90
H -0.74 3.28 -3.27
H -0.93 -3.91 -1.78
H 1.90 4.09 -1.25
H -1.79 2.09 -2.46